1.
Computed, not measured: a 6-piece molecular cluster, C5H25N3O5 overall in a non-equilibrium geometry, with ωB97M-V/def2-TZVPD.

The geometry in XYZ format:
```
38
Properties=species:S:1:pos:R:3:lowdin_charge:R:1
C 1.57 2.17 1.52 -0.064
N 1.22 0.79 0.99 -0.104
C 0.55 0.88 -0.32 -0.207
C 1.01 -0.42 -1.12 -0.304
N 0.62 -0.19 -2.56 0.037
C 0.31 -1.67 -0.59 -0.155
C -1.07 -1.89 -1.23 -0.283
N -2.06 -2.40 -0.31 0.009
H 1.25 2.81 0.80 0.030
H 1.26 2.16 2.57 0.083
H 2.70 2.19 1.65 0.085
H 0.58 0.41 1.69 0.064
H 0.73 1.70 -1.04 0.120
H -0.51 1.12 -0.29 0.083
H 2.09 -0.48 -1.15 0.113
H -0.06 0.51 -2.62 -0.009
H 1.36 -0.07 -3.21 0.058
H 0.12 -1.66 0.49 0.070
H 1.07 -2.48 -0.72 0.121
H -1.07 -2.35 -2.24 0.115
H -1.21 -0.88 -1.67 0.067
H -1.80 -3.34 -0.11 0.066
H -3.02 -2.43 -0.59 0.072
O -2.15 3.10 -0.13 -0.063
H -2.96 3.50 -0.49 0.043
H -2.09 3.60 0.70 0.048
O -1.76 1.43 -3.15 -0.058
H -2.10 2.30 -2.90 0.050
H -2.14 0.77 -2.55 0.036
O 4.11 -0.28 1.04 -0.070
H 3.34 0.10 1.51 0.012
H 4.07 -0.21 0.10 0.005
O -1.88 -0.50 2.24 -0.072
H -2.39 -1.27 1.90 0.062
H -1.54 -0.06 1.43 0.035
O 0.33 -1.75 3.16 -0.092
H 0.78 -2.39 2.60 0.029
H -0.40 -1.31 2.65 -0.033
```

Computed properties:
maximum force	5.5	eV/Å
orbital gap	8.7	eV
structure (SMILES)	CNC[C@H](N)CCN.O.O.O.O.O
HOMO	-8.67	eV
lowest unoccupied orbital energy	0.00	eV
ΔE to the lowest compared entry with this formula, charge and spin	64.36	kcal per mole

---

2.
Computed, not measured: a 7-piece molecular cluster, C5H25NO7 overall in a non-equilibrium geometry, with ωB97M-V/def2-TZVPD.

The geometry in XYZ format:
```
38
Properties=species:S:1:pos:R:3:lowdin_charge:R:1
C 1.72 -2.46 1.08 -0.093
C 0.63 -1.42 1.45 -0.316
N 0.35 -0.61 0.29 -0.047
C -0.98 0.05 0.47 -0.105
C -0.75 1.64 0.58 -0.342
C -1.91 2.34 -0.24 -0.047
O -0.95 1.93 1.97 -0.095
H 1.40 -2.94 0.13 0.051
H 2.70 -1.88 0.94 0.096
H 1.78 -3.21 1.87 0.065
H 0.95 -0.86 2.32 0.107
H -0.12 -2.17 1.76 0.108
H 0.39 -1.11 -0.59 0.060
H -1.54 -0.18 1.37 0.067
H -1.68 -0.05 -0.41 0.119
H 0.13 2.18 0.28 0.108
H -2.87 1.98 0.07 0.065
H -1.68 2.19 -1.31 0.078
H -1.93 3.44 -0.20 0.079
H -1.50 2.62 2.32 0.103
O 2.36 1.78 -1.11 -0.045
H 2.08 0.89 -0.98 -0.003
H 2.62 2.26 -0.33 0.025
O 1.78 -0.63 -3.98 -0.055
H 2.24 0.17 -3.73 0.029
H 2.16 -1.32 -3.41 0.022
O 0.30 -2.54 -2.20 -0.108
H 0.91 -3.16 -2.72 0.088
H -0.39 -3.17 -1.83 0.086
O 1.81 1.72 2.35 -0.091
H 0.84 1.95 2.42 0.026
H 1.73 1.20 1.52 -0.006
O -2.37 -0.39 -3.11 -0.114
H -2.34 0.15 -3.93 0.050
H -1.36 -0.52 -3.23 0.056
O -2.32 -1.10 3.44 -0.063
H -1.50 -0.61 3.55 0.019
H -2.56 -0.72 2.56 0.024
```

Computed properties:
maximum force	4.3	eV/Å
orbital gap	9.3	eV
structure (SMILES)	CCNC[C@@H](C)O.O.O.O.O.O.O
HOMO	-9.30	eV
lowest unoccupied orbital energy	0.02	eV
ΔE to the lowest compared entry with this formula, charge and spin	51.47	kcal per mole

---

3.
Computed, not measured: a 9-piece molecular cluster, C5H26BF4O8 overall in a non-equilibrium geometry, with ωB97M-V/def2-TZVPD.

The geometry in XYZ format:
```
44
Properties=species:S:1:pos:R:3:lowdin_charge:R:1
B 0.04 0.34 1.06 -1.330
F 0.83 1.19 1.80 0.149
F 0.71 0.06 -0.13 0.144
F -0.17 -0.79 1.83 0.132
F -1.22 0.82 0.75 0.143
C 4.02 0.08 1.82 -0.164
O 3.59 -0.46 0.56 -0.118
H 4.04 1.17 1.82 0.073
H 3.45 -0.21 2.70 0.068
H 5.02 -0.29 2.04 0.065
H 2.68 -0.23 0.37 0.037
C -4.39 0.14 0.21 -0.183
O -3.31 -0.75 0.24 -0.125
H -4.74 0.37 1.22 0.075
H -3.99 1.09 -0.15 0.067
H -5.18 -0.16 -0.48 0.074
H -2.52 -0.29 0.54 0.030
C 1.48 0.42 -4.37 -0.148
O 0.88 0.49 -3.10 -0.133
H 2.56 0.56 -4.35 0.079
H 1.32 -0.58 -4.77 0.070
H 0.97 1.05 -5.09 0.082
H 0.74 -0.40 -2.78 0.052
C -0.44 -2.68 -1.55 -0.143
O 0.29 -2.45 -2.73 -0.122
H 0.11 -2.48 -0.63 0.079
H -1.24 -1.94 -1.48 0.080
H -0.86 -3.68 -1.54 0.077
H 1.13 -2.92 -2.74 0.087
C -0.38 -1.76 4.68 -0.152
O -1.60 -1.53 3.90 -0.137
H -0.58 -1.77 5.75 0.062
H 0.05 -2.73 4.45 0.065
H 0.40 -1.01 4.53 0.067
H -1.34 -1.36 2.99 0.030
O -1.79 1.99 -1.75 -0.038
H -2.58 1.86 -2.28 0.026
H -1.64 1.14 -1.33 0.006
O 1.14 2.80 -1.80 -0.067
H 1.08 1.90 -2.14 -0.031
H 2.08 2.96 -1.71 0.021
O -0.23 3.48 0.86 -0.057
H -0.59 3.88 1.65 0.023
H 0.18 2.67 1.16 -0.016
```

Computed properties:
charge	-1
maximum force	1.8	eV/Å
orbital gap	9.8	eV
HOMO	-6.95	eV
lowest unoccupied orbital energy	2.83	eV
ΔE to the lowest compared entry with this formula, charge and spin	0.00	kcal per mole

---

4.
Computed, not measured: a 8-piece molecular cluster, C5H26NO8 overall in a non-equilibrium geometry, with ωB97M-V/def2-TZVPD.

The geometry in XYZ format:
```
40
Properties=species:S:1:pos:R:3:lowdin_charge:R:1
O 3.14 -0.43 -0.63 0.081
C 2.30 -0.11 -1.44 -0.186
C 1.03 -0.92 -1.41 -0.254
C -0.20 -0.16 -1.96 -0.147
C -0.27 -0.31 -3.52 -0.245
C -1.09 -1.49 -3.98 -0.105
N 0.81 -1.46 -0.04 0.213
H 2.38 0.79 -2.04 0.130
H 1.06 -1.76 -2.14 0.165
H -0.02 0.89 -1.76 0.078
H -1.16 -0.38 -1.51 0.104
H -0.55 0.70 -3.83 0.115
H 0.75 -0.39 -3.92 0.110
H -1.07 -1.58 -5.07 0.081
H -2.10 -1.37 -3.56 0.084
H -0.69 -2.49 -3.75 0.079
H 1.56 -2.04 0.33 0.161
H 0.64 -0.66 0.59 0.121
H -0.01 -2.11 -0.06 0.121
H 1.12 1.90 0.50 0.016
H 1.85 2.67 -0.70 0.083
O 1.03 2.23 -0.42 -0.080
H 1.37 0.80 2.54 0.071
H -0.11 1.29 2.31 0.027
O 0.73 1.02 1.87 -0.058
H -1.50 2.67 3.77 0.062
H -1.57 2.43 2.34 0.010
O -1.51 1.90 3.19 -0.072
H -0.54 2.81 0.25 0.023
H -1.03 4.17 0.76 0.080
O -1.18 3.23 0.87 -0.053
H -3.94 -0.13 0.77 0.064
H -2.61 0.74 0.83 0.031
O -2.98 -0.14 0.83 -0.030
H 1.95 -1.84 3.72 0.042
H 0.39 -1.74 3.67 0.072
O 1.22 -1.64 3.15 -0.052
H -2.15 -1.97 0.78 0.034
H -1.78 -3.49 0.63 0.075
O -1.42 -2.62 0.86 -0.051
```

Computed properties:
charge	+1
maximum force	2.5	eV/Å
orbital gap	11.0	eV
HOMO	-13.57	eV
lowest unoccupied orbital energy	-2.52	eV
ΔE to the lowest compared entry with this formula, charge and spin	32.88	kcal per mole